(1)
{
  "formula": "C34H27IrN8OS5",
  "method": "the ωB97M-V functional and the def2-TZVPD basis",
  "species": ["Ir", "N", "C", "C", "C", "C", "C", "C", "S", "N", "C", "C", "C", "C", "C", "C", "N", "H", "H", "H", "H", "H", "H", "H", "H", "H", "S", "C", "C", "C", "C", "C", "C", "N", "C", "C", "C", "C", "C", "C", "C", "C", "N", "C", "C", "C", "C", "C", "S", "C", "H", "H", "H", "H", "H", "H", "H", "H", "H", "H", "H", "H", "O", "S", "N", "C", "N", "C", "N", "S", "H", "H", "H", "H", "H", "H"],
  "coordinates": [[0.0575, -0.0311, 0.0044], [1.7178, 0.1515, 3.8224], [0.7993, 0.1544, 4.8684], [1.2418, 0.2313, 6.1828], [0.3194, 0.2430, 7.2083], [-1.0599, 0.1882, 6.9395], [-1.5130, 0.1241, 5.6445], [-0.5835, 0.0972, 4.5965], [-1.1677, -0.0076, 2.9923], [0.2064, -0.0040, 2.0686], [1.4371, 0.0648, 2.5184], [2.5314, 0.0489, 1.5113], [3.8714, 0.0140, 1.8323], [4.8193, -0.0127, 0.8152], [4.3855, -0.0171, -0.4950], [3.0195, 0.0043, -0.7451], [2.1120, 0.0399, 0.2265], [2.6923, 0.1948, 4.0884], [2.3045, 0.2828, 6.3890], [0.6642, 0.2928, 8.2326], [-1.7677, 0.1941, 7.7573], [-2.5748, 0.0894, 5.4295], [4.2067, -0.0098, 2.8610], [5.8754, -0.0378, 1.0477], [5.0878, -0.0423, -1.3166], [2.6379, -0.0094, -1.7574], [-0.0402, -3.3701, -4.6812], [-0.0622, -3.9760, -6.2744], [-0.1039, -2.9799, -7.1971], [-0.1163, -1.6956, -6.6005], [-0.0849, -1.7337, -5.2338], [-0.0647, -0.6083, -4.3045], [-0.0380, -0.8268, -2.9124], [0.0122, 0.1563, -2.0291], [0.0026, 1.4311, -2.4509], [-0.0426, 1.7611, -3.7995], [-0.0705, 3.1577, -4.1586], [-0.0671, 4.1193, -3.2089], [-0.0221, 3.7758, -1.8076], [-0.0269, 4.7195, -0.7746], [0.0232, 4.3238, 0.5538], [0.0823, 2.9389, 0.7993], [0.0845, 2.0347, -0.1641], [0.0246, 2.4302, -1.4599], [0.0186, 5.2674, 1.6690], [0.0381, 4.9937, 3.0134], [0.0217, 6.1551, 3.8194], [-0.0102, 7.2920, 3.0712], [-0.0213, 6.9663, 1.4052], [-0.0612, 0.7146, -4.7308], [-0.0508, -5.0408, -6.4459], [-0.1246, -3.1578, -8.2616], [-0.1480, -0.7808, -7.1758], [-0.0535, -1.8329, -2.5130], [-0.1020, 3.4175, -5.2088], [-0.0934, 5.1654, -3.4849], [-0.0763, 5.7723, -1.0274], [0.1341, 2.5668, 1.8128], [0.0539, 3.9926, 3.4255], [0.0327, 6.1538, 4.8988], [-0.0258, 8.3111, 3.4249], [-0.0772, 0.9570, -5.7856], [-3.9594, 0.9965, 0.7352], [-3.3586, -0.1089, 0.0096], [-1.8980, -0.2107, -0.0326], [-0.7222, -6.3721, -0.2675], [-0.7234, -4.9564, 0.0981], [0.2723, -4.1274, -0.1298], [1.2644, -4.4899, -0.9361], [0.3149, -2.6093, 0.7146], [-1.6289, -6.8318, 0.1116], [0.1321, -6.8805, 0.1820], [-0.7032, -6.5002, -1.3504], [-1.4687, -4.6117, 0.6817], [1.3041, -5.4029, -1.3627], [2.0508, -3.8760, -1.0474]],
  "e_homo_ev": [-14.629, -14.629],
  "charge": 3,
  "lumo_ev": [-9.278, -10.949],
  "total_energy_ha": -3919.60158,
  "multiplicity": 2,
  "homo_lumo_gap_ev": [5.351, 3.680],
  "s_squared": 0.7637
}

---

(2)
{
  "formula": "C34H73O7PS",
  "method": "the ωB97M-V functional and the def2-TZVPD basis",
  "species": ["C", "C", "C", "C", "C", "C", "C", "C", "C", "C", "C", "C", "C", "C", "C", "C", "C", "O", "S", "O", "O", "O", "C", "C", "C", "C", "C", "P", "O", "O", "O", "H", "H", "H", "H", "H", "H", "H", "H", "H", "H", "H", "H", "H", "H", "H", "H", "H", "H", "H", "H", "H", "H", "H", "H", "H", "H", "H", "H", "H", "H", "H", "H", "H", "H", "H", "H", "H", "H", "H", "H", "H", "H", "H", "H", "H", "C", "C", "C", "C", "C", "C", "H", "H", "H", "H", "H", "H", "H", "H", "H", "H", "H", "H", "H", "H", "C", "C", "C", "C", "C", "C", "H", "H", "H", "H", "H", "H", "H", "H", "H", "H", "H", "H", "H", "H"],
  "coordinates": [[0.8466, -1.5986, -0.0638], [1.7234, -0.6697, -0.9298], [1.1988, -0.5077, -2.3535], [-0.1546, 0.1907, -2.5097], [-0.1609, 1.6672, -2.1106], [-0.4448, 1.9779, -0.6422], [-1.7318, 1.3457, -0.0716], [-1.5561, 0.7313, 1.3244], [-2.3609, -0.5424, 1.5547], [-1.9577, -1.2330, 2.8515], [-2.6591, -2.5783, 3.1204], [-1.6720, -3.7339, 3.3206], [-0.8690, -4.0746, 2.0569], [0.5162, -4.6525, 2.3181], [1.5645, -3.5823, 2.6891], [1.8285, -3.3675, 4.1969], [1.2221, -2.0573, 4.6983], [0.5800, -2.3355, 5.9762], [0.9460, -1.2849, 7.1109], [1.4029, -1.9545, 8.2730], [-0.1090, -0.3331, 7.2067], [2.1778, -0.6561, 6.3695], [2.1194, -0.8002, 4.8993], [3.5882, -0.9021, 4.5121], [3.9225, -1.3568, 3.0742], [4.9820, -0.4761, 2.4009], [1.3395, 0.4583, 4.4282], [1.8153, 1.2448, 2.8850], [3.1287, 1.8845, 2.9566], [0.6078, 2.2943, 2.6533], [1.6555, 0.1612, 1.7108], [1.3866, -2.4971, 0.2272], [-0.0598, -1.8958, -0.5913], [0.5262, -1.1080, 0.8573], [2.7206, -1.1069, -1.0030], [1.8625, 0.2954, -0.4419], [1.0877, -1.5182, -2.7637], [1.9327, -0.0097, -2.9907], [-0.9163, -0.3950, -1.9920], [-0.4056, 0.1332, -3.5709], [-0.8648, 2.2261, -2.7294], [0.8282, 2.0673, -2.3548], [-0.5445, 3.0618, -0.5531], [0.4065, 1.7014, -0.0128], [-2.4603, 2.1525, 0.0310], [-2.1771, 0.6254, -0.7556], [-1.8781, 1.4592, 2.0738], [-0.5011, 0.5258, 1.5293], [-3.4208, -0.2773, 1.6054], [-2.2551, -1.2222, 0.7031], [-2.2098, -0.5524, 3.6689], [-0.8692, -1.3478, 2.8450], [-3.2588, -2.4751, 4.0219], [-3.3063, -2.8280, 2.2761], [-2.2314, -4.6128, 3.6467], [-1.0188, -3.4768, 4.1602], [-1.4710, -4.7769, 1.4754], [-0.7719, -3.1776, 1.4395], [0.4800, -5.4386, 3.0741], [0.8544, -5.1261, 1.3934], [2.4964, -3.8420, 2.1880], [1.2415, -2.6441, 2.2292], [2.8999, -3.4188, 4.3617], [1.3744, -4.1857, 4.7501], [0.3835, -1.8375, 4.0398], [4.0525, -1.5666, 5.2379], [4.0232, 0.0854, 4.6689], [3.0411, -1.4619, 2.4486], [4.3568, -2.3569, 3.1361], [5.1117, -0.8109, 1.3717], [4.7269, 0.5772, 2.4435], [5.9369, -0.6539, 2.8980], [1.4698, 1.2316, 5.1833], [0.2708, 0.2481, 4.3777], [0.2747, 2.2788, 1.7542], [0.9536, 0.3430, 1.0800], [-1.0381, 9.7940, -1.9794], [-1.4882, 8.9167, -0.8148], [-0.7255, 7.5970, -0.7158], [-0.8768, 6.6748, -1.9267], [-2.3161, 6.2921, -2.2682], [-3.0187, 5.5229, -1.1538], [-1.2141, 9.3104, -2.9415], [-1.5809, 10.7399, -1.9848], [0.0275, 10.0204, -1.9058], [-2.5620, 8.7262, -0.8947], [-1.3473, 9.4673, 0.1187], [-1.0452, 7.0699, 0.1877], [0.3384, 7.8119, -0.5755], [-0.3020, 5.7610, -1.7404], [-0.4180, 7.1425, -2.8020], [-2.3029, 5.6754, -3.1709], [-2.8955, 7.1847, -2.5178], [-2.4700, 4.6097, -0.9080], [-4.0260, 5.2343, -1.4570], [-3.1080, 6.1172, -0.2435], [0.9430, -3.9263, -7.8113], [0.2307, -4.7929, -6.7767], [-1.2836, -4.5932, -6.7526], [-1.7393, -3.1773, -6.3965], [-1.2319, -2.6603, -5.0519], [-1.7091, -3.4843, -3.8592], [0.8162, -2.8627, -7.6038], [2.0140, -4.1326, -7.8192], [0.5574, -4.1224, -8.8138], [0.6519, -4.5991, -5.7862], [0.4370, -5.8442, -6.9928], [-1.7240, -5.3065, -6.0503], [-1.6913, -4.8508, -7.7351], [-2.8335, -3.1543, -6.3957], [-1.4263, -2.4843, -7.1822], [-1.5762, -1.6301, -4.9255], [-0.1387, -2.6193, -5.0518], [-2.7998, -3.5135, -3.8179], [-1.3505, -3.0523, -2.9222], [-1.3450, -4.5116, -3.9053]],
  "e_homo_ev": -10.821,
  "charge": 0,
  "lumo_ev": 0.493,
  "total_energy_ha": -2605.56027,
  "homo_lumo_gap_ev": 11.313,
  "smiles": "CCCCCCCCCCCCCCCC[C@H]1OS(=O)(=O)O[C@]1(CCC)CP(=O)(O)O.CCCCCC.CCCCCC"
}

---

(3)
{
  "formula": "C4H5NO2",
  "method": "the ωB97M-V functional and the def2-TZVPD basis",
  "species": ["O", "C", "C", "C", "N", "C", "O", "H", "H", "H", "H", "H"],
  "coordinates": [[2.6888, -0.3892, -0.7432], [1.5205, -0.1567, -0.9124], [0.6402, 0.2502, 0.2004], [-0.5994, 1.0581, 0.0947], [-1.4949, 0.1883, 0.8823], [-1.2340, -1.0322, 0.6276], [-0.1090, -1.4002, 0.0512], [0.9766, -0.3325, -1.8573], [1.1395, 0.3849, 1.1728], [-0.9544, 1.1490, -0.9459], [-0.5959, 2.0646, 0.5404], [-1.9779, -1.7844, 0.8896]],
  "e_homo_ev": -9.713,
  "charge": 0,
  "lumo_ev": -0.213,
  "total_energy_ha": -360.56815,
  "homo_lumo_gap_ev": 9.500
}